ORCA calculation (ωB97M-V/def2-TZVPD) on a structure of composition C35H35BrCrIN3O3Si at a distorted geometry.

The geometry in XYZ format:
```
80
Properties=species:S:1:pos:R:3:mulliken_spin:R:1
Cr -0.1035 -0.1401 -0.3696 3.1226
C 3.3707 1.6614 -2.7441 0.0079
C 2.8806 2.4498 -1.5673 -0.0003
N 3.4015 3.6218 -1.2969 0.0018
C 2.9258 4.3497 -0.2593 0.0072
C 1.9247 3.9299 0.5695 0.0055
C 1.5127 4.8333 1.7119 -0.0009
O 0.1048 4.9560 1.8958 -0.0002
C 1.3597 2.6476 0.3232 0.0119
C 0.3775 2.1423 1.2405 0.0302
N -0.2086 0.9826 1.2733 -0.1475
C -1.1246 0.7083 2.3538 0.0193
C -1.1859 1.5123 3.4971 -0.0039
C -2.0640 1.2452 4.5307 0.0003
C -2.9105 0.1477 4.4728 -0.0002
C -2.8595 -0.6772 3.3647 0.0044
C -1.9782 -0.3936 2.3333 -0.0020
I -2.0783 -1.7381 0.7205 -0.0212
C 1.8301 1.9165 -0.7735 0.0012
O 1.3301 0.7551 -1.1144 -0.0275
H 4.1286 2.2373 -3.2678 0.0001
H 2.5470 1.4340 -3.4240 -0.0007
H 3.7988 0.7077 -2.4249 -0.0010
H 3.3874 5.3196 -0.1118 0.0002
H 1.9661 5.8104 1.5504 -0.0002
H 1.9066 4.4542 2.6552 0.0003
H -0.2675 5.4628 1.1658 0.0001
H 0.0934 2.8604 1.9952 0.0024
H -0.5361 2.3696 3.6090 0.0006
H -2.0748 1.9035 5.3902 -0.0002
H -3.5963 -0.0728 5.2808 0.0000
H -3.5072 -1.5419 3.2985 0.0005
C -2.6497 -1.4072 -3.4718 -0.0005
C -2.2480 -0.0054 -3.9378 0.0078
C -3.0740 0.3788 -5.1740 0.0004
C -0.7645 -0.0026 -4.3322 0.0067
Si -2.4462 1.1982 -2.4912 -0.0387
O -1.4131 0.6876 -1.3240 0.0055
C -4.1522 1.2016 -1.7197 -0.0007
C -5.3391 1.3753 -2.4435 0.0013
C -6.5732 1.4112 -1.8052 0.0003
C -6.6486 1.2768 -0.4254 -0.0001
C -5.4856 1.1142 0.3148 -0.0002
C -4.2547 1.0785 -0.3290 0.0025
C -1.9817 2.9370 -2.9970 -0.0083
C -0.8077 3.5053 -2.4941 0.0196
C -0.4176 4.7943 -2.8403 0.0000
C -1.2080 5.5451 -3.6992 -0.0002
C -2.3847 5.0048 -4.2034 0.0005
C -2.7666 3.7157 -3.8548 0.0001
H -2.4870 -2.1379 -4.2733 0.0007
H -3.7029 -1.4545 -3.1809 -0.0008
H -2.0495 -1.7287 -2.6102 0.0040
H -2.8683 -0.3193 -5.9945 0.0001
H -2.8264 1.3811 -5.5315 0.0000
H -4.1466 0.3320 -4.9810 0.0000
H -0.5755 -0.7577 -5.1045 0.0003
H -0.1117 -0.2275 -3.4817 0.0035
H -0.4563 0.9683 -4.7303 0.0005
H -5.3117 1.4961 -3.5200 0.0000
H -7.4775 1.5477 -2.3855 0.0000
H -7.6107 1.3060 0.0711 0.0000
H -5.5358 1.0200 1.3936 0.0000
H -3.3473 0.9593 0.2612 0.0064
H -0.1877 2.9178 -1.8253 0.0083
H 0.5051 5.2068 -2.4470 0.0002
H -0.9111 6.5497 -3.9747 0.0000
H -3.0065 5.5911 -4.8686 0.0000
H -3.6994 3.3224 -4.2494 0.0001
Br 3.5070 -2.4581 3.6051 -0.0001
C 2.8181 -2.4396 1.8621 0.0012
C 3.3014 -3.2965 0.8910 0.0058
C 2.7493 -3.2341 -0.3793 -0.0106
C 1.7472 -2.3218 -0.6254 0.0149
N 1.2834 -1.4947 0.3238 -0.0550
C 1.8087 -1.5504 1.5473 0.0223
H 4.0934 -3.9974 1.1211 0.0003
H 3.0969 -3.8821 -1.1712 -0.0002
H 1.3047 -2.2376 -1.6125 -0.0079
H 1.4116 -0.8707 2.2902 -0.0007
```

calculated total energy = -5950.31049 Eh
energy above the lowest of the compared OMol25 structures with the same formula, charge and spin = 16.61 kcal per mole
gap between HOMO and LUMO (spin up / spin down) = 0.268 / 0.260 Ha
F_max = 1.26 eV/A
HOMO level (spin up / spin down) = -0.40429 / -0.40421 hartree
E_LUMO (spin up / spin down) = -0.1363 / -0.1442 Eh
total charge = +1
2S+1 = 4

ORCA calculation (ωB97M-V/def2-TZVPD) on the molecule C3H5N3 at a distorted geometry.

The geometry in XYZ format:
```
11
Properties=species:S:1:pos:R:3:mulliken_charge:R:1
C 0.6528 -0.1713 -0.0332 0.1767
C -1.4071 -0.7086 0.0260 -0.3347
C -1.4155 0.6881 -0.0392 -0.2179
H 2.5202 -0.8107 -0.3789 0.3298
H 2.1431 0.3606 1.0083 0.3091
H -2.3503 -1.3192 0.0233 0.3209
H -2.2253 1.3153 0.0816 0.4274
H 0.2262 2.0123 0.0082 0.2836
N 2.1243 0.1105 -0.0656 -0.5738
N -0.1118 -1.1687 0.0310 -0.5850
N -0.1975 1.0001 -0.0316 -0.1361
```

calculated total energy = -281.53486 Eh
energy above the lowest of the compared OMol25 structures with the same formula, charge and spin = 34.63 kcal per mole
gap between HOMO and LUMO = 0.327 Ha
F_max = 9.94 eV/A
HOMO level = -0.29707 hartree
E_LUMO = 0.0300 Eh
total charge = 0